(1)
A cluster of 6 separate species, C30H57F9O15 in total, computed with ωB97M-V with the def2-TZVPD basis set.

Geometry (Å):
C 2.228 -13.535 -10.641
C 3.255 -13.947 -9.629
O 3.270 -15.370 -9.485
C 3.951 -16.044 -10.335
O 4.596 -15.638 -11.228
C 4.001 -17.551 -10.057
F 3.339 -17.887 -8.968
F 3.480 -18.235 -11.113
F 5.285 -17.931 -9.918
H 2.301 -12.443 -10.738
H 1.226 -13.724 -10.266
H 2.356 -13.918 -11.648
H 3.047 -13.525 -8.651
H 4.265 -13.613 -9.873
C 0.883 -16.752 -12.352
C -0.347 -16.053 -12.912
O -0.564 -14.852 -12.188
C -1.291 -13.942 -12.797
O -1.957 -14.161 -13.741
C -1.484 -12.655 -11.956
F -2.780 -12.456 -11.732
F -0.860 -12.707 -10.793
F -1.022 -11.599 -12.675
H 1.007 -17.658 -12.936
H 0.846 -16.933 -11.278
H 1.754 -16.100 -12.481
H -1.201 -16.731 -12.882
H -0.125 -15.817 -13.955
C -6.548 -16.425 -12.907
C -6.516 -17.029 -11.509
O -6.237 -16.059 -10.505
C -5.014 -15.621 -10.372
O -4.100 -15.869 -11.089
C -4.862 -14.671 -9.181
F -6.008 -14.370 -8.601
F -4.069 -15.259 -8.236
F -4.259 -13.543 -9.609
H -5.647 -15.852 -13.105
H -7.439 -15.852 -13.149
H -6.488 -17.277 -13.593
H -5.743 -17.797 -11.494
H -7.473 -17.485 -11.280
C -4.480 -19.983 -14.582
O -4.112 -19.617 -13.268
C -2.767 -19.236 -13.128
C -1.846 -20.438 -12.954
O -0.491 -20.010 -12.994
C 0.194 -20.353 -14.154
C -0.295 -19.624 -15.393
O -1.588 -20.064 -15.703
C -2.087 -19.507 -16.899
H -4.504 -19.103 -15.241
H -5.479 -20.407 -14.494
H -3.819 -20.707 -15.075
H -2.654 -18.557 -12.281
H -2.435 -18.714 -14.037
H -2.096 -21.195 -13.702
H -1.955 -20.894 -11.966
H 0.253 -21.434 -14.316
H 1.244 -20.032 -14.092
H 0.427 -19.846 -16.194
H -0.286 -18.538 -15.239
H -3.090 -19.928 -17.012
H -1.504 -19.789 -17.784
H -2.212 -18.421 -16.853
C -9.076 -20.066 -16.600
O -8.639 -19.206 -17.631
C -7.734 -19.825 -18.542
C -6.372 -20.036 -17.922
O -5.828 -18.938 -17.230
C -5.666 -17.798 -18.067
C -5.310 -16.630 -17.183
O -3.964 -16.748 -16.803
C -3.517 -15.995 -15.692
H -9.864 -19.529 -16.073
H -8.295 -20.260 -15.853
H -9.438 -21.022 -16.989
H -7.739 -19.122 -19.374
H -8.089 -20.806 -18.881
H -5.645 -20.334 -18.698
H -6.371 -20.855 -17.202
H -6.572 -17.531 -18.613
H -4.819 -18.022 -18.726
H -5.969 -16.571 -16.307
H -5.460 -15.708 -17.773
H -3.812 -14.941 -15.761
H -2.425 -16.027 -15.692
H -3.823 -16.444 -14.736
C 3.985 -10.550 -11.980
O 3.678 -11.806 -12.516
C 2.611 -11.772 -13.423
C 2.760 -12.998 -14.308
O 1.792 -13.089 -15.296
C 2.077 -12.339 -16.470
C 0.915 -12.311 -17.415
O -0.209 -11.565 -16.962
C -0.981 -12.317 -16.054
H 3.165 -10.079 -11.408
H 4.282 -9.798 -12.724
H 4.795 -10.667 -11.257
H 2.728 -10.912 -14.116
H 1.608 -11.576 -13.025
H 2.624 -13.886 -13.680
H 3.801 -13.080 -14.638
H 2.885 -12.885 -16.994
H 2.462 -11.338 -16.259
H 0.577 -13.288 -17.780
H 1.241 -11.793 -18.325
H -1.183 -13.309 -16.470
H -1.940 -11.833 -15.884
H -0.460 -12.431 -15.110

Properties
**Energy above the lowest of the compared OMol25 structures with the same formula, charge and spin**: 0.140 eV
**LUMO energy**: 0.68 eV
**HOMO level**: -9.27 eV
**E_tot**: -3204.53442 Eh
**Molar mass**: 828.8 g/mol
**Gap between HOMO and LUMO**: 9.945 eV

=====

(2)
A cluster of 7 separate species, C30H57FN2O14S in total, computed with ωB97M-V with the def2-TZVPD basis set.

Geometry (Å):
O 1.802 -5.155 0.231
C 2.537 -4.269 -0.117
O 3.344 -3.662 0.798
C 2.656 -3.797 -1.553
C 1.969 -2.431 -1.817
C 2.193 -1.416 -0.730
C 1.358 -1.160 0.290
C 0.026 -1.902 0.383
C -0.989 -1.184 -0.544
C -2.409 -1.801 -0.488
C -3.407 -0.806 0.164
C -4.657 -1.558 0.734
C -4.752 -1.407 2.277
C -5.858 -0.370 2.625
S -5.004 1.240 2.663
C -5.922 2.236 1.550
N -6.870 1.851 0.739
N -7.318 2.917 0.062
C -6.621 3.950 0.487
O -5.750 3.567 1.418
C 1.663 -0.122 1.344
O 0.779 0.158 2.122
C 3.016 0.526 1.361
C 3.494 1.439 2.468
C 2.636 1.450 3.729
F 3.199 2.359 4.612
C 3.843 0.286 0.330
C 5.234 0.912 0.198
O 5.235 2.336 0.136
C 4.350 2.848 -0.813
O 3.124 3.228 -0.247
C 3.101 4.564 0.233
C 2.324 4.563 1.556
O 1.445 5.677 1.637
C 3.475 -0.631 -0.803
O 4.193 -0.777 -1.764
H 2.904 -3.722 1.652
H 3.726 -3.754 -1.776
H 2.191 -4.576 -2.150
H 2.372 -2.045 -2.754
H 0.918 -2.634 -2.004
H -0.355 -1.919 1.405
H 0.153 -2.937 0.064
H -0.598 -1.134 -1.562
H -1.014 -0.143 -0.202
H -2.439 -2.762 0.031
H -2.719 -1.981 -1.522
H -3.709 -0.047 -0.560
H -2.859 -0.285 0.951
H -5.523 -1.118 0.241
H -4.634 -2.604 0.440
H -4.961 -2.372 2.744
H -3.829 -1.023 2.717
H -6.662 -0.374 1.893
H -6.288 -0.610 3.600
H -6.741 4.968 0.164
H 4.483 1.071 2.756
H 3.667 2.447 2.093
H 2.606 0.471 4.208
H 1.621 1.774 3.506
H 5.728 0.510 -0.689
H 5.824 0.606 1.070
H 4.804 3.727 -1.286
H 4.161 2.129 -1.618
H 2.564 5.215 -0.470
H 4.094 4.993 0.381
H 3.060 4.639 2.371
H 1.809 3.610 1.708
H 1.083 5.637 2.523
C -5.288 -3.816 -2.084
O -6.208 -2.770 -1.785
H -4.793 -4.106 -1.161
H -5.811 -4.685 -2.493
H -4.533 -3.475 -2.798
H -6.635 -2.526 -2.610
C 6.705 -1.571 3.446
O 6.541 -0.288 2.842
H 6.692 -2.317 2.656
H 7.659 -1.627 3.975
H 5.889 -1.775 4.143
H 6.556 0.368 3.545
C -9.252 6.239 3.167
O -8.688 5.980 1.885
H -9.360 7.315 3.275
H -10.236 5.771 3.257
H -8.598 5.866 3.959
H -8.597 5.027 1.798
C 2.830 -5.177 -4.976
O 1.896 -4.137 -4.682
H 3.290 -5.497 -4.044
H 2.316 -6.028 -5.432
H 3.599 -4.803 -5.651
H 1.502 -3.866 -5.514
C -1.129 3.578 1.136
O -1.744 2.309 0.942
H -1.445 4.242 0.336
H -1.431 4.007 2.097
H -0.046 3.474 1.106
H -1.449 1.734 1.655
C 4.515 -2.868 -8.221
O 4.194 -3.068 -6.845
H 4.114 -3.707 -8.784
H 4.066 -1.943 -8.591
H 5.597 -2.828 -8.363
H 4.551 -2.323 -6.354

Properties
**LUMO energy**: -1.19 eV
**HOMO level**: -8.56 eV
**E_tot**: -2838.04006 Eh
**Molar mass**: 720.9 g/mol
**Gap between HOMO and LUMO**: 7.367 eV

=====

(3)
A cluster of 5 separate species, C30H57FN5O11PS in total, computed with ωB97M-V with the def2-TZVPD basis set.

Geometry (Å):
N 0.226 -1.380 -1.740
C 0.431 -0.429 -0.669
N 1.059 -1.139 0.480
N -0.875 0.066 -0.293
C 1.418 0.713 -0.972
C 1.077 1.733 -2.091
P 2.690 2.261 -2.849
O 2.656 3.499 -3.613
O 3.073 0.995 -3.753
O 3.774 2.306 -1.671
O 0.323 1.192 -3.149
C -1.001 1.450 -2.907
O -1.862 0.954 -3.516
O -1.123 2.349 -1.944
C 0.161 2.884 -1.598
F 0.186 2.998 -0.245
C 0.262 4.248 -2.252
C 1.152 5.250 -1.504
C 0.368 6.143 -0.545
C 1.051 7.462 -0.225
C 2.469 7.310 0.329
C 2.454 6.890 1.821
C 2.932 7.983 2.786
S 1.748 8.457 4.079
C 1.097 6.896 4.463
N -0.148 6.519 4.517
N -0.135 5.185 4.917
C 1.121 4.866 5.043
O 1.967 5.899 4.789
H -0.425 -1.058 -2.442
H 1.094 -1.678 -2.159
H 0.522 -1.995 0.610
H 1.980 -1.466 0.202
H -0.745 0.885 0.289
H -1.302 -0.624 0.313
H 2.334 0.195 -1.255
H 1.632 1.242 -0.051
H 3.649 0.350 -3.333
H 4.233 1.475 -1.519
H -0.747 4.645 -2.245
H 0.550 4.171 -3.290
H 1.651 5.863 -2.250
H 1.932 4.710 -0.970
H -0.596 6.369 -0.999
H 0.139 5.586 0.362
H 0.460 7.961 0.545
H 1.036 8.131 -1.083
H 3.005 8.248 0.231
H 3.001 6.537 -0.216
H 1.444 6.570 2.058
H 3.083 6.017 1.968
H 3.856 7.677 3.265
H 3.154 8.902 2.255
H 1.550 3.922 5.316
C -4.818 6.011 -4.485
C -3.918 5.092 -5.307
C -2.571 5.299 -4.631
O -2.845 5.580 -3.256
C -4.243 5.833 -3.087
H -5.875 5.755 -4.540
H -4.701 7.046 -4.814
H -4.240 4.054 -5.195
H -3.896 5.329 -6.369
H -2.035 6.153 -5.060
H -1.929 4.419 -4.694
H -4.695 4.976 -2.577
H -4.369 6.715 -2.458
C -1.515 -5.384 -1.181
C -0.058 -5.778 -1.416
C 0.679 -4.742 -0.583
O -0.177 -4.419 0.515
C -1.485 -4.962 0.282
H -2.220 -6.192 -1.368
H -1.784 -4.538 -1.818
H 0.125 -6.782 -1.027
H 0.236 -5.766 -2.464
H 0.861 -3.827 -1.155
H 1.632 -5.107 -0.193
H -1.628 -5.817 0.946
H -2.232 -4.204 0.524
C -0.048 -5.662 5.355
C -0.956 -4.458 5.114
C -1.330 -4.642 3.649
O -1.338 -6.056 3.416
C -0.733 -6.734 4.517
H 0.042 -5.942 6.403
H 0.953 -5.461 4.967
H -1.845 -4.526 5.746
H -0.474 -3.501 5.306
H -0.590 -4.184 2.987
H -2.313 -4.235 3.408
H -1.516 -7.244 5.090
H -0.040 -7.485 4.136
C -0.017 -11.041 1.295
C 0.362 -9.702 1.925
C 0.983 -8.974 0.741
O 0.313 -9.454 -0.425
C -0.463 -10.609 -0.097
H -0.794 -11.578 1.837
H 0.861 -11.688 1.227
H -0.535 -9.178 2.262
H 1.044 -9.790 2.770
H 2.051 -9.198 0.650
H 0.859 -7.891 0.804
H -1.523 -10.334 -0.105
H -0.298 -11.374 -0.855

Properties
**LUMO energy**: -0.45 eV
**HOMO level**: -9.16 eV
**E_tot**: -3118.16838 Eh
**Molar mass**: 745.8 g/mol
**Gap between HOMO and LUMO**: 8.706 eV

=====

(4)
A structure of composition C30H57NO13S2, computed with ωB97M-V with the def2-TZVPD basis set.

Geometry (Å):
C 2.055 -1.680 4.946
C 1.193 -2.543 4.014
S 2.082 -3.393 2.678
C 3.781 -3.703 3.203
C 4.106 -5.189 3.696
N 2.926 -6.037 3.528
C 2.319 -6.482 4.791
C 2.934 -7.515 5.704
O 1.322 -5.972 5.102
C 3.104 -7.095 2.595
C 3.160 -6.660 1.131
O 3.175 -8.238 2.862
C 5.443 -5.646 3.126
O 6.068 -6.496 4.095
S 5.831 -5.702 5.502
O 5.733 -6.717 6.468
O 6.813 -4.732 5.747
O 4.450 -4.962 5.097
H 2.536 -0.876 4.398
H 2.797 -2.307 5.451
H 1.432 -1.228 5.720
H 0.466 -1.880 3.536
H 0.612 -3.234 4.631
H 4.422 -3.433 2.358
H 4.062 -3.027 4.009
H 2.251 -8.345 5.893
H 3.806 -7.964 5.223
H 3.228 -7.112 6.671
H 3.902 -7.297 0.645
H 2.204 -6.857 0.647
H 3.446 -5.612 1.017
H 6.056 -4.727 3.144
H 5.509 -5.961 2.089
C 3.962 1.747 1.886
C 2.938 0.695 1.535
O 2.816 -0.310 2.198
C 2.076 0.955 0.327
H 4.510 1.436 2.774
H 4.666 1.873 1.062
H 3.463 2.696 2.094
H 2.700 1.046 -0.564
H 1.500 1.869 0.472
H 1.387 0.122 0.191
C -0.240 5.400 1.452
C -0.476 4.334 0.412
O 0.436 3.664 -0.025
C -1.890 4.141 -0.058
H 0.819 5.435 1.701
H -0.544 6.372 1.061
H -0.808 5.171 2.356
H -2.253 5.066 -0.512
H -2.530 3.857 0.780
H -1.915 3.347 -0.804
C -3.957 8.381 -2.388
C -2.722 7.519 -2.312
O -2.428 6.919 -1.300
C -1.863 7.426 -3.543
H -4.477 8.353 -1.432
H -3.678 9.413 -2.607
H -4.625 8.005 -3.164
H -1.489 8.415 -3.817
H -2.439 7.004 -4.368
H -1.016 6.774 -3.340
C 0.795 3.058 6.398
C 0.569 1.977 5.369
O 1.482 1.316 4.935
C -0.851 1.755 4.904
H 1.855 3.109 6.641
H 0.478 4.024 6.001
H 0.236 2.831 7.308
H -1.240 2.665 4.443
H -1.481 1.472 5.749
H -0.868 0.953 4.168
C 0.559 3.008 -4.400
C -0.943 2.934 -4.297
O -1.648 3.855 -4.651
C -1.525 1.665 -3.735
H 0.845 3.971 -4.820
H 1.005 2.908 -3.409
H 0.925 2.214 -5.054
H -1.165 1.509 -2.715
H -1.239 0.821 -4.366
H -2.611 1.743 -3.717
C -2.979 -0.623 -7.365
C -1.797 -1.065 -6.545
O -0.984 -0.270 -6.125
C -1.666 -2.542 -6.268
H -2.949 0.459 -7.488
H -2.946 -1.089 -8.351
H -3.908 -0.893 -6.860
H -1.576 -3.091 -7.206
H -2.538 -2.895 -5.715
H -0.774 -2.720 -5.669
C -7.168 0.617 -5.882
C -7.337 -0.493 -6.891
O -6.395 -1.149 -7.273
C -8.733 -0.749 -7.403
H -6.119 0.692 -5.600
H -7.485 1.566 -6.315
H -7.757 0.403 -4.989
H -9.117 0.142 -7.901
H -9.390 -1.022 -6.575
H -8.710 -1.569 -8.118

Properties
**LUMO energy**: 0.48 eV
**HOMO level**: -7.91 eV
**E_tot**: -3006.47393 Eh
**Molar mass**: 703.9 g/mol
**Gap between HOMO and LUMO**: 8.394 eV